No. 1
The following is a DFT calculation (ωB97M-V with the def2-TZVPD basis set) of C47H35BrN4O5PSn as an isolated structure.

As for the molecular weight: 965.41 g mol⁻¹.

```
! RIJCOSX wB97M-V def2-TZVPD def2/J DEFGRID3
* xyz -1 1
Sn 3.3295 -0.0880 0.8635
C -6.2854 7.4159 -6.5827
O -5.4327 6.3938 -7.0467
C -4.6759 5.7301 -6.1330
C -4.6719 5.9886 -4.7695
C -3.8436 5.2561 -3.9307
C -3.0100 4.2603 -4.4281
C -3.0298 4.0072 -5.8050
C -3.8499 4.7264 -6.6416
C -2.0920 3.5044 -3.5869
N -1.1940 2.6603 -4.0402
C -0.4920 2.2357 -2.9479
C -0.9835 2.8327 -1.7992
N -2.0097 3.6358 -2.2248
C -0.4161 2.6353 -0.5079
C -0.8989 3.1826 0.6864
C -0.2010 2.9599 1.8531
C 0.9819 2.2221 1.7996
N 1.4473 1.6916 0.6854
C 0.7598 1.8530 -0.4570
C 1.2608 1.1878 -1.6379
N 2.3355 0.3991 -1.4910
C 2.7855 -0.2751 -2.5292
C 2.2052 -0.1990 -3.7964
C 1.1188 0.6286 -3.9802
C 0.6228 1.3410 -2.8861
H -6.8004 7.7981 -7.4607
H -5.7264 8.2330 -6.1163
H -7.0208 7.0302 -5.8705
H -5.3040 6.7557 -4.3450
H -3.8486 5.4959 -2.8747
H -2.3712 3.2422 -6.1902
H -3.8761 4.5375 -7.7059
H -2.6092 4.1908 -1.6422
H -1.8125 3.7653 0.6834
H -0.5480 3.3663 2.7924
H 1.5722 2.0322 2.6861
H 3.6402 -0.9102 -2.3249
H 2.6072 -0.7770 -4.6167
H 0.6319 0.7432 -4.9396
O 4.5447 -3.5881 1.5931
C 3.6230 -3.4243 0.7934
O 3.4994 -2.4883 -0.0592
C 2.5343 -4.5241 0.7341
C 2.9811 -5.8445 0.7212
C 2.1027 -6.9029 0.5837
C 0.7432 -6.6633 0.4758
C 0.2715 -5.3659 0.5187
C 1.1457 -4.2840 0.6465
P 0.4344 -2.5977 0.7828
C -0.5738 -2.7931 2.2971
C -1.5547 -1.8279 2.5341
C -2.2897 -1.8373 3.7045
C -2.0446 -2.8044 4.6721
C -1.0452 -3.7406 4.4636
C -0.3059 -3.7308 3.2879
C -0.8594 -2.7580 -0.5187
C -0.4124 -2.5457 -1.8247
C -1.2917 -2.5940 -2.8932
C -2.6370 -2.8578 -2.6751
C -3.0891 -3.0895 -1.3845
C -2.2086 -3.0391 -0.3121
H 4.0436 -6.0237 0.8245
H 2.4784 -7.9187 0.5556
H 0.0502 -7.4898 0.3699
H -0.7936 -5.1815 0.4485
H -1.7198 -1.0567 1.7892
H -3.0486 -1.0817 3.8722
H -2.6198 -2.8134 5.5901
H -0.8358 -4.4823 5.2249
H 0.4892 -4.4511 3.1460
H 0.6421 -2.3485 -1.9832
H -0.9297 -2.4245 -3.8998
H -3.3271 -2.8948 -3.5088
H -4.1353 -3.3154 -1.2126
H -2.5707 -3.2329 0.6887
Br 3.6292 -0.3809 10.0557
C 3.4423 -0.4268 8.1533
C 2.1899 -0.2294 7.5996
C 2.0747 -0.1980 6.2183
C 3.1986 -0.3388 5.4144
C 4.4364 -0.5776 5.9965
C 4.5705 -0.6250 7.3761
C 3.0779 -0.1468 3.9125
O 4.1444 0.0971 3.2910
O 1.9310 -0.1754 3.4223
H 1.3250 -0.0976 8.2357
H 1.1151 -0.0601 5.7379
H 5.2876 -0.7189 5.3451
H 5.5300 -0.8050 7.8408
C 4.9271 1.5524 0.2041
H 5.0755 1.6482 -0.8738
H 5.8756 1.2984 0.6800
H 4.5832 2.5109 0.6028
*
```

No. 2
The following is a DFT calculation (ωB97M-V with the def2-TZVPD basis set) of C47H35N4O3OsPS2 as an isolated structure.

As for the molecular weight: 989.16 g mol⁻¹.

```
! RIJCOSX wB97M-V def2-TZVPD def2/J DEFGRID3
* xyz 2 1
Os -0.8380 -0.3429 0.4789
O 3.6509 -0.1952 -0.6604
C 4.0879 -0.6462 0.5353
C 5.4682 -0.7436 0.6997
C 5.9943 -1.2021 1.8875
C 5.1588 -1.5763 2.9432
C 3.7976 -1.4798 2.7891
C 3.2318 -1.0113 1.5897
C 1.7801 -0.8821 1.4967
O 1.2646 -0.3837 0.3863
N 1.0356 -1.2626 2.5052
N -0.3037 -1.0491 2.2504
C -1.1263 -1.3738 3.2050
C -2.5422 -1.1781 3.1752
C -3.2720 -1.5755 4.3163
C -4.6294 -1.4027 4.3890
C -5.3142 -0.8122 3.3183
C -4.6351 -0.4058 2.1954
C -3.2516 -0.5909 2.1047
O -2.6718 -0.1715 0.9658
H 2.6812 -0.1977 -0.6315
H 6.1029 -0.4571 -0.1277
H 7.0683 -1.2747 1.9986
H 5.5791 -1.9361 3.8716
H 3.1320 -1.7556 3.5949
H -0.6747 -1.8021 4.0942
H -2.7345 -2.0246 5.1419
H -5.1713 -1.7184 5.2691
H -6.3858 -0.6770 3.3755
H -5.1453 0.0471 1.3560
S -3.1729 3.8056 -4.7641
C -4.2011 5.0581 -4.2325
C -4.6873 4.8239 -2.9819
C -4.2112 3.6035 -2.4412
C -3.3796 2.9333 -3.2976
C -2.6889 1.6651 -3.0652
C -2.2981 1.3382 -1.7520
N -1.6060 0.2603 -1.4473
C -1.3238 -0.6153 -2.4421
C -1.6729 -0.4031 -3.7733
C -1.3209 -1.4108 -4.7394
C -0.6801 -2.5413 -4.3704
C -0.3272 -2.7797 -2.9950
C 0.3561 -3.9120 -2.5355
C 0.6696 -4.0524 -1.1911
C 0.2812 -3.0225 -0.3227
N -0.3627 -1.9388 -0.7407
C -0.6591 -1.8039 -2.0565
C 1.3981 -5.2075 -0.6716
C 1.4147 -6.4787 -1.1772
C 2.2392 -7.3538 -0.4289
C 2.8346 -6.7296 0.6248
S 2.4066 -5.0820 0.7202
C -2.3584 0.7830 -4.0758
H -4.3990 5.9014 -4.8745
H -5.3676 5.4901 -2.4734
H -4.5094 3.2218 -1.4737
H -2.5353 2.0151 -0.9449
H -1.5858 -1.2452 -5.7755
H -0.4225 -3.2921 -5.1057
H 0.6685 -4.6696 -3.2438
H 0.5091 -3.0793 0.7347
H 0.8380 -6.7913 -2.0367
H 2.3803 -8.3985 -0.6598
H 3.5128 -7.1512 1.3490
H -2.6447 0.9917 -5.0999
C -1.4749 2.7125 1.7310
P -0.1247 1.9012 0.8315
C 0.1270 2.7643 -0.7241
C -0.4615 4.0083 -0.9450
C -0.3167 4.6328 -2.1761
C 0.4200 4.0246 -3.1809
C 1.0197 2.7893 -2.9600
C 0.8710 2.1575 -1.7380
C 1.3353 2.0916 1.8506
C 2.5489 2.4921 1.2908
C 3.6723 2.5995 2.0942
C 3.5902 2.3101 3.4491
C 2.3814 1.9211 4.0114
C 1.2544 1.8090 3.2158
H -1.1868 3.7305 1.9930
H -1.6740 2.1616 2.6505
H -2.3858 2.7179 1.1340
H -1.0430 4.4947 -0.1728
H -0.7827 5.5938 -2.3479
H 0.5310 4.5146 -4.1390
H 1.6034 2.3202 -3.7410
H 1.3201 1.1860 -1.5786
H 2.6223 2.7211 0.2360
H 4.6134 2.9082 1.6596
H 4.4712 2.3916 4.0716
H 2.3179 1.7022 5.0686
H 0.3190 1.4928 3.6630
*
```

No. 3
The following is a DFT calculation (ωB97M-V with the def2-TZVPD basis set) of C47H37N4PdSi as an isolated structure in a non-equilibrium geometry.

Its expectation value of S² is 2.027. As for the molecular weight: 792.35 g mol⁻¹.

```
! RIJCOSX wB97M-V def2-TZVPD def2/J DEFGRID3
* xyz -1 3
Pd -0.0110 0.0273 0.3724
C 5.4323 -5.0023 -1.4143
C 5.0730 -5.0834 -0.0796
C 4.0811 -4.2606 0.4275
C 3.4488 -3.3372 -0.3944
C 3.8264 -3.2587 -1.7332
C 4.8049 -4.0868 -2.2446
C 2.4046 -2.3953 0.0637
C 2.8267 -1.0713 0.2338
C 4.1826 -0.6659 0.3135
C 4.1921 0.7043 0.3474
C 2.8417 1.1329 0.2883
N 2.0189 0.0353 0.2477
C 2.4354 2.4683 0.1503
C 1.1037 2.8856 0.0706
C 0.6896 4.2045 -0.2552
C -0.6734 4.1835 -0.3707
C -1.0974 2.8572 -0.0933
C -2.4265 2.4282 -0.1239
C -3.3823 3.2800 -0.8737
C -4.1979 4.2636 -0.3337
C -5.0364 5.0026 -1.1535
C -5.0688 4.7702 -2.5172
C -4.2579 3.7907 -3.0676
C -3.4276 3.0539 -2.2488
C -2.8558 1.1249 0.1697
N -2.0458 0.0245 0.2852
C -2.8680 -1.0702 0.3729
C -2.4585 -2.4038 0.2561
C -3.5274 -3.3675 -0.0938
C -4.1557 -4.1964 0.8256
C -5.1733 -5.0451 0.4218
C -5.5668 -5.0809 -0.9048
C -4.9450 -4.2593 -1.8316
C -3.9364 -3.4089 -1.4249
C -1.1315 -2.8269 0.1491
C -0.7206 -4.1607 -0.1107
C 0.6484 -4.1583 -0.1715
C 1.0752 -2.8235 0.0549
N -0.0229 -2.0217 0.2382
C -4.2193 -0.6421 0.3976
C -4.2116 0.7217 0.2554
N -0.0010 2.0770 0.1823
C 3.4664 3.4218 -0.3292
C 4.1319 4.3496 0.4606
C 5.0663 5.2048 -0.1019
C 5.3418 5.1498 -1.4568
C 4.6805 4.2308 -2.2556
C 3.7584 3.3738 -1.6914
H 6.1979 -5.6539 -1.8101
H 5.5698 -5.7950 0.5687
H 3.8007 -4.3238 1.4697
H 3.3329 -2.5356 -2.3679
H 5.0750 -4.0233 -3.2913
H 5.0190 -1.3408 0.3456
H 5.0407 1.3620 0.4115
H 1.3498 5.0387 -0.4013
H -1.3281 4.9984 -0.6169
H -4.1737 4.4565 0.7294
H -5.6705 5.7695 -0.7270
H -5.7212 5.3525 -3.1530
H -4.2721 3.6034 -4.1335
H -2.7865 2.2902 -2.6665
H -3.8506 -4.1693 1.8623
H -5.6627 -5.6859 1.1451
H -6.3552 -5.7500 -1.2188
H -5.2446 -4.2849 -2.8718
H -3.4483 -2.7585 -2.1375
H -1.3918 -4.9906 -0.2402
H 1.3092 -4.9855 -0.3578
H -5.0654 -1.2983 0.4944
H -5.0510 1.3930 0.2237
H 3.9193 4.4076 1.5187
H 5.5856 5.9229 0.5201
H 6.0665 5.8239 -1.8921
H 4.8817 4.1853 -3.3180
H 3.2335 2.6559 -2.3053
C -1.0238 1.5329 3.4001
Si -0.0305 0.0138 2.7314
C -0.8540 -1.5976 3.4160
C 1.7695 0.1094 3.4327
H -1.0427 1.5443 4.4864
H -2.0484 1.5053 3.0434
H -0.5785 2.4617 3.0589
H -0.8762 -1.6000 4.5023
H -0.3098 -2.4766 3.0858
H -1.8739 -1.6852 3.0550
H 1.7717 0.1124 4.5190
H 2.2653 1.0118 3.0898
H 2.3580 -0.7375 3.0947
*
```

no.,calculated total energy (hartree)
1,-5537.0894
2,-3484.8074
3,-2449.7075